Formula: H3O5
Source: OMol25
Level of theory: the ωB97M-V functional and the def2-TZVPD basis

- lowest unoccupied orbital energy (hartree) = -0.2179
- HOMO energy (eV) = -17.702
- ΔE to the lowest compared entry with this formula, charge and spin (eV) = 1.387
- Kohn-Sham gap (eV) = 11.772

```
! wB97M-V def2-TZVPD RIJCOSX def2/J DEFGRID3
* xyz 1 1
O -1.09862 -1.29273 0.76675
O -0.09623 0.32646 -1.35525
O 1.33912 0.99469 0.19671
O -0.63048 0.06549 0.78734
O 0.48526 0.07971 -0.16246
H -1.00879 -1.53246 1.73019
H -0.52493 -0.45143 -1.72380
H 0.95108 1.76615 -0.36857
*
```



Formula: H2O5P2
Source: OMol25
Level of theory: the ωB97M-V functional and the def2-TZVPD basis

- lowest unoccupied orbital energy (hartree) = 0.2275
- HOMO energy (eV) = -2.157
- ΔE to the lowest compared entry with this formula, charge and spin (eV) = 2.799
- Kohn-Sham gap (eV) = 8.348

```
! wB97M-V def2-TZVPD RIJCOSX def2/J DEFGRID3
* xyz -2 1
O 0.58275 -1.18065 -1.56997
O -0.82698 -3.30207 -2.10396
O -1.61416 -0.31429 -3.57310
O 0.71303 1.79257 5.10571
O 2.25733 3.37505 3.97283
P 2.12619 2.07143 4.74698
P -0.95469 -1.94965 -1.58495
H 0.09835 -0.44527 -2.10726
H -2.38182 -0.04712 -2.88628
*
```



Formula: C35H52F3N5P2STc
Source: OMol25
Level of theory: the ωB97M-V functional and the def2-TZVPD basis

- lowest unoccupied orbital energy (alpha / beta) (hartree) = -0.2060 / -0.2594
- HOMO energy (alpha / beta) (eV) = -13.297 / -13.389
- ΔE to the lowest compared entry with this formula, charge and spin (eV) = 1.169
- expectation value of S² = 3.78
- Kohn-Sham gap (alpha / beta) (eV) = 7.692 / 6.329

```
! wB97M-V def2-TZVPD RIJCOSX def2/J DEFGRID3
* xyz 2 4
Tc -9.39219 -14.62931 8.98437
C -4.29277 -14.66945 8.70451
C -5.80206 -14.77666 8.32381
C -6.02873 -16.08041 7.58437
P -6.95981 -14.43889 9.73630
C -6.14871 -13.15414 10.84619
C -5.79155 -11.91822 9.97179
C -7.08627 -12.80331 11.99742
C -6.78517 -16.04278 10.57693
C -5.75167 -16.38865 11.45226
C -5.71964 -17.64359 12.05728
C -6.69383 -18.58164 11.73946
C -7.66781 -18.22195 10.81370
C -7.72464 -16.95929 10.23570
N -8.90555 -16.53761 9.50160
C -10.14457 -17.28613 9.59365
C -10.38678 -18.48038 8.92419
C -11.62490 -19.06922 9.07242
C -12.65779 -18.49730 9.75576
C -12.47062 -17.26438 10.33330
C -11.17877 -16.71946 10.30740
P -10.74634 -15.13229 10.97515
C -12.33102 -14.26564 11.30421
C -12.08412 -12.71824 11.23693
C -13.05699 -14.70068 12.54224
C -9.75894 -15.42580 12.52374
C -9.90448 -14.25711 13.53725
C -10.13716 -16.78128 13.16047
H -3.61678 -14.77302 7.88210
H -4.14426 -15.47256 9.43042
H -4.06280 -13.71841 9.18714
H -5.96194 -13.92437 7.60036
H -5.68927 -16.94477 8.15714
H -5.49249 -16.03410 6.71097
H -7.04855 -16.19965 7.22385
H -5.26002 -13.68612 11.25927
H -4.97434 -11.31768 10.34813
H -6.68205 -11.27348 9.82832
H -5.53482 -12.31831 9.00597
H -7.98548 -12.24819 11.71162
H -6.58090 -12.14587 12.71887
H -7.35367 -13.67095 12.62134
H -4.93158 -15.77014 11.78108
H -5.03006 -17.83451 12.90128
H -6.64813 -19.54676 12.23387
H -8.48728 -18.89110 10.57255
H -9.64039 -19.02494 8.36447
H -11.86845 -20.04596 8.68576
H -13.60342 -19.00062 9.75548
H -13.25837 -16.79520 10.90384
H -12.89769 -14.53114 10.42703
H -11.43712 -12.36442 12.03308
H -13.10282 -12.19432 11.33563
H -11.60226 -12.49848 10.28091
H -12.70503 -14.10440 13.40096
H -13.00417 -15.71479 12.86220
H -14.09444 -14.45469 12.39851
H -8.70068 -15.40293 12.14191
H -10.85565 -14.22559 14.01116
H -9.70150 -13.31577 13.12250
H -9.22180 -14.38746 14.40076
H -11.06852 -16.81449 13.70512
H -9.42023 -16.94450 14.03140
H -9.96914 -17.56236 12.43205
F -11.72982 -12.93394 4.88430
C -12.21179 -12.00861 5.70742
F -12.53184 -10.96594 4.92901
F -13.30412 -12.59540 6.21102
C -11.22896 -11.70696 6.85824
C -10.71842 -10.41897 7.02587
C -9.80877 -10.20770 8.04928
C -9.41399 -11.28397 8.77530
N -9.90064 -12.55117 8.59655
C -10.87622 -12.75851 7.72147
S -11.52058 -14.37538 7.86595
H -11.08975 -9.71097 6.31773
H -9.36831 -9.25028 8.20693
H -8.69139 -11.18349 9.61075
C -8.02652 -14.29258 3.39612
N -8.56369 -13.78552 4.66926
C -7.76980 -12.66415 5.15782
C -9.03960 -14.65006 5.60362
N -8.64876 -14.56868 6.87088
N -10.03616 -15.47993 5.20573
C -10.82906 -15.31743 4.01198
C -10.31826 -16.67049 5.96880
H -6.91352 -14.48896 3.46147
H -8.18211 -13.64327 2.50378
H -8.43009 -15.26363 3.19649
H -7.43895 -11.99798 4.37261
H -6.89087 -13.09709 5.72168
H -8.39661 -12.11628 5.86597
H -7.80777 -14.03774 6.90573
H -10.62041 -14.35697 3.60196
H -11.86372 -15.54570 4.21539
H -10.49812 -16.01952 3.24796
H -11.38207 -16.72707 6.31656
H -9.71653 -16.76711 6.88538
H -10.07088 -17.55410 5.41198
*
```



Formula: C19H37N3O4
Source: OMol25
Level of theory: the ωB97M-V functional and the def2-TZVPD basis

- lowest unoccupied orbital energy (hartree) = 0.0205
- HOMO energy (eV) = -8.849
- SMILES = CC(C)C[C@@H](C)CO[C@@H](C#N)[C@@H](C#N)CCO.COCCNCCOC
- Kohn-Sham gap (eV) = 9.407

```
! wB97M-V def2-TZVPD RIJCOSX def2/J DEFGRID3
* xyz 0 1
C 4.73379 -1.28005 -2.62282
C 4.09507 -0.05750 -3.31486
C 3.07825 -0.53994 -4.38069
C 3.42991 0.81178 -2.23814
C 3.32337 2.32221 -2.52586
C 3.22112 2.71060 -4.01735
C 2.25276 2.99278 -1.64062
O 1.09797 2.19903 -1.33980
C -0.08401 2.54799 -2.01411
C -0.06899 2.17567 -3.43929
N -0.05541 1.91155 -4.55720
C -1.28270 1.87002 -1.29826
C -2.49139 2.63608 -1.62513
N -3.44852 3.21253 -1.89591
C -1.52419 0.40129 -1.65726
C -0.41545 -0.55934 -1.23609
O -0.42356 -1.72435 -2.06515
H 4.88021 -2.09684 -3.32859
H 4.05044 -1.65001 -1.85742
H 5.69621 -1.04038 -2.17643
H 4.90326 0.48830 -3.79914
H 2.86286 -1.59707 -4.24497
H 2.14747 0.01607 -4.30877
H 3.47593 -0.37954 -5.38075
H 4.01846 0.70765 -1.32299
H 2.46191 0.37145 -2.01839
H 4.26245 2.75173 -2.17455
H 2.72068 3.67327 -4.12731
H 4.21751 2.84027 -4.43401
H 2.66582 2.00198 -4.61659
H 2.69573 3.22672 -0.67211
H 1.93143 3.94227 -2.07334
H -0.22642 3.63190 -1.96238
H -1.10571 1.99140 -0.22923
H -2.44157 0.08384 -1.16096
H -1.70035 0.27608 -2.72378
H -0.57030 -0.91413 -0.21990
H 0.56973 -0.10234 -1.27568
H -0.02862 -1.48773 -2.91175
C -0.55148 -3.08486 5.54252
O -1.96211 -3.17072 5.51552
C -2.62897 -2.14424 6.24014
C -3.40918 -1.24412 5.30839
N -2.51714 -0.45385 4.47016
C -3.18480 0.31155 3.42317
C -3.90899 -0.45675 2.32353
O -3.05068 -1.19863 1.47630
C -2.72880 -2.50608 1.91848
H -0.16395 -3.97819 5.05628
H -0.18070 -2.20406 5.00689
H -0.17590 -3.05694 6.56977
H -1.91485 -1.56327 6.83043
H -3.32704 -2.62749 6.92938
H -4.02329 -0.56426 5.90625
H -4.08729 -1.88089 4.72380
H -1.83690 -1.06938 4.04353
H -2.42808 0.93833 2.94355
H -3.90179 0.98902 3.89748
H -4.40017 0.27927 1.68113
H -4.69906 -1.10552 2.71910
H -3.54262 -2.94638 2.49924
H -1.81215 -2.52208 2.51502
H -2.55993 -3.11890 1.03287
*
```



Formula: C22H25N3O5
Source: OMol25
Level of theory: the ωB97M-V functional and the def2-TZVPD basis

- lowest unoccupied orbital energy (hartree) = 0.0249
- HOMO energy (eV) = -8.294
- SMILES = CCOc1ccc(C(=O)NN[C@@H]2CC(=O)N(CCc3ccccc3)C2=O)cc1OC
- ΔE to the lowest compared entry with this formula, charge and spin (eV) = 2.424
- Kohn-Sham gap (eV) = 8.970

```
! wB97M-V def2-TZVPD RIJCOSX def2/J DEFGRID3
* xyz 0 1
C -5.89297 -3.31010 -0.01920
C -6.56659 -2.01135 -0.45368
O -6.01197 -0.87327 0.17480
C -4.82814 -0.37310 -0.25192
C -4.09289 -0.82298 -1.33738
C -2.90431 -0.20521 -1.68811
C -2.41876 0.86399 -0.95247
C -1.13960 1.47118 -1.37991
O -0.70594 1.39443 -2.52011
N -0.45947 2.15216 -0.42139
N 0.75146 2.81498 -0.67649
C 1.93831 1.96894 -0.56958
C 2.28145 1.07470 -1.76863
C 2.59326 -0.27458 -1.17752
O 3.03757 -1.24650 -1.72359
N 2.23754 -0.23389 0.16337
C 2.41611 -1.36613 1.04762
C 3.63824 -1.15076 1.95382
C 4.83149 -0.79468 1.11185
C 5.17378 0.53610 0.91035
C 6.21832 0.87532 0.06854
C 6.93240 -0.11527 -0.58264
C 6.60109 -1.44468 -0.38360
C 5.55578 -1.78151 0.45652
C 1.80053 0.98883 0.59502
O 1.37236 1.22151 1.69671
C -3.15384 1.33399 0.14040
C -4.34617 0.73314 0.49319
O -5.13836 1.11928 1.52930
C -4.73361 2.21402 2.31307
H -5.95336 -3.41014 1.06145
H -4.84464 -3.32190 -0.30675
H -6.39565 -4.15529 -0.48126
H -6.54278 -1.90323 -1.54504
H -7.61150 -2.01202 -0.13118
H -4.43850 -1.65449 -1.92982
H -2.33895 -0.55239 -2.53877
H -0.70618 2.11368 0.55534
H 0.69493 3.19877 -1.61982
H 2.76920 2.64727 -0.33822
H 3.12026 1.43432 -2.36285
H 1.41555 0.97504 -2.43315
H 1.51205 -1.48668 1.64951
H 2.56244 -2.23850 0.40695
H 3.41819 -0.34546 2.65648
H 3.81796 -2.06819 2.51564
H 4.61848 1.31187 1.42079
H 6.47367 1.91479 -0.08021
H 7.74469 0.14831 -1.24364
H 7.15489 -2.22098 -0.89013
H 5.29505 -2.81968 0.60252
H -2.80660 2.19506 0.68804
H -5.50931 2.33529 3.06730
H -4.66147 3.13170 1.71974
H -3.77550 2.02429 2.80877
*
```



Formula: C3H12O3S
Source: OMol25
Level of theory: the ωB97M-V functional and the def2-TZVPD basis

- lowest unoccupied orbital energy (alpha / beta) (hartree) = -0.1476 / -0.3389
- HOMO energy (alpha / beta) (eV) = -12.975 / -12.975
- ΔE to the lowest compared entry with this formula, charge and spin (eV) = 0.802
- expectation value of S² = 0.75
- Kohn-Sham gap (alpha / beta) (eV) = 8.959 / 3.753

```
! wB97M-V def2-TZVPD RIJCOSX def2/J DEFGRID3
* xyz 1 2
C 2.15202 1.91909 1.38513
O 2.52078 1.58194 0.09882
C 1.20519 0.87751 2.04427
C 2.07983 -0.24616 2.58741
S 0.98886 -1.59708 3.19170
H 3.06301 2.05158 1.96011
H 1.67160 2.88825 1.50279
H 1.77616 1.65049 -0.50991
H 0.57433 1.34266 2.79396
H 0.61440 0.51407 1.19709
H 2.57054 0.13107 3.47920
H 2.73125 -0.73506 1.86063
H 1.88752 -2.49540 3.65756
H -3.74958 -1.09906 -5.33016
H -5.08565 -0.64403 -5.77879
O -4.40625 -1.29407 -6.00607
H -4.04077 -2.08427 -2.25307
H -2.93306 -1.46365 -3.26208
O -3.62017 -1.29789 -2.61860
*
```



Total energy per entry: -10265.6154 -28849.7840 -84341.0794 -32960.5662 -37927.9098 -20273.4187 eV